Entry 1:
C33H61N2O5S | ωB97M-V/def2-TZVPD

As for the HOMO energy: -11.75 eV. The calculation puts the maximum force at 1.9 eV/A. The charge is +1. Its gap between HOMO and LUMO is 9.6 eV. The total energy is -2177.64287 Ha.

```
102
Properties=species:S:1:pos:R:3:forces:R:3:mulliken_charge:R:1
C -4.975331 1.613865 -2.486391 0.2 0.0 0.0 -1.202
C -3.505710 1.197996 -2.208307 -0.4 0.2 -0.3 -0.073
C -3.023089 -0.027924 -3.019752 0.2 0.0 0.3 -0.711
C -1.856257 0.290344 -3.963895 0.0 -0.3 -0.2 -0.435
C -1.409543 -0.939931 -4.780418 -0.2 0.5 0.2 -0.401
C -0.248550 -0.611508 -5.725364 -0.1 -0.1 -0.2 -0.550
C 0.386806 -1.808228 -6.493665 -0.3 0.2 0.0 -0.650
C 0.047992 -3.217930 -5.990754 0.5 -0.2 0.0 -0.996
C 0.780872 -3.693228 -4.714965 -0.1 0.0 -0.2 -0.314
C 2.327453 -3.629495 -4.800309 0.0 -0.4 0.4 -1.349
C 3.002104 -2.830080 -3.669388 -0.2 0.2 0.0 -0.584
C 3.042077 -1.302865 -3.897057 0.0 -0.1 -0.2 1.013
C 4.368327 -0.631791 -3.486802 -0.3 0.0 0.3 -1.490
C 4.873863 -0.904584 -2.047210 0.2 0.1 -0.2 -0.547
C 4.610326 0.237281 -1.048349 0.1 -0.1 -0.4 -1.126
C 3.139127 0.672353 -0.882454 0.0 0.2 0.3 1.210
C 3.052010 2.183355 -0.510036 -0.2 0.0 -0.1 -0.328
O 2.780623 2.897811 -1.714409 0.1 0.1 0.2 -0.626
C 2.025745 2.532144 0.558938 0.3 0.4 0.2 -1.011
O 0.734516 1.982140 0.248402 0.3 -0.4 0.0 -0.248
S 0.614006 0.388968 0.332719 -1.5 -1.1 -0.5 1.361
O 0.156978 -0.017051 1.639072 0.7 0.6 0.0 -0.658
O -0.221579 0.011560 -0.768906 0.4 0.5 0.3 -0.452
C 2.318639 -0.294893 0.012653 0.5 -0.1 0.0 1.000
O 1.954608 -1.427830 -0.742393 0.0 0.0 0.1 -0.846
C 2.986142 -0.740242 1.320092 0.1 0.0 0.5 0.506
C 2.862989 -2.065972 1.735751 0.0 0.2 0.2 -0.821
C 3.475025 -2.473622 2.924816 -0.4 -0.4 -0.4 -0.541
N 4.176798 -1.689025 3.727348 -0.1 0.1 -0.2 -0.604
C 4.304534 -0.432866 3.321792 0.1 0.6 -0.2 -0.883
C 3.752587 0.088387 2.151357 -0.1 -0.4 -0.1 -0.333
H -5.338142 1.170173 -3.421426 0.0 0.1 0.2 0.329
H -5.066600 2.701818 -2.586146 0.0 -0.2 0.1 0.296
H -5.642752 1.296737 -1.678410 0.0 0.0 -0.2 0.315
H -3.396788 1.010200 -1.135399 0.1 0.1 -0.1 0.059
H -2.867141 2.054966 -2.457259 0.0 -0.2 0.1 0.322
H -3.858059 -0.447786 -3.594923 0.1 0.0 0.1 0.507
H -2.687916 -0.807962 -2.323387 -0.1 0.0 -0.2 0.221
H -2.140957 1.111486 -4.640893 0.1 -0.2 0.1 0.353
H -1.001115 0.642648 -3.371973 -0.1 0.0 0.0 0.007
H -1.155582 -1.728652 -4.063814 0.0 0.0 -0.2 0.132
H -2.273301 -1.286501 -5.363026 0.1 -0.1 0.1 0.312
H -0.644698 0.085601 -6.477436 0.2 0.0 0.2 0.357
H 0.533617 -0.062498 -5.185744 -0.2 -0.1 0.1 0.273
H 1.474607 -1.673973 -6.511515 -0.2 -0.1 0.0 0.183
H 0.071640 -1.741624 -7.543719 0.0 -0.1 0.2 0.437
H -1.034274 -3.332126 -5.865064 0.1 0.0 0.0 0.370
H 0.334762 -3.930070 -6.780582 -0.1 0.2 0.1 0.450
H 0.493956 -4.743753 -4.568213 0.0 0.2 0.1 0.386
H 0.419827 -3.164266 -3.822400 0.1 0.1 -0.2 0.106
H 2.705090 -4.658439 -4.722133 -0.1 0.2 -0.1 0.383
H 2.649777 -3.260955 -5.779407 0.0 0.0 0.1 0.608
H 4.019175 -3.213138 -3.513846 -0.1 0.1 -0.1 0.521
H 2.433199 -3.041500 -2.750559 0.2 -0.1 -0.1 0.122
H 2.182310 -0.828796 -3.406296 0.1 -0.1 0.0 -0.340
H 2.911357 -1.117101 -4.972497 0.0 0.0 0.2 0.398
H 4.247740 0.454400 -3.609400 0.2 -0.2 -0.1 0.465
H 5.134101 -0.956183 -4.198639 -0.1 0.1 0.1 0.408
H 5.965411 -1.018518 -2.096285 -0.2 0.0 0.1 0.422
H 4.513684 -1.875740 -1.676811 0.0 0.1 -0.1 0.348
H 5.157136 1.113398 -1.426217 -0.1 -0.1 0.1 0.460
H 5.068538 -0.020012 -0.088472 -0.1 0.1 0.0 0.253
H 2.663223 0.605056 -1.867832 0.0 0.1 0.2 -0.447
H 4.025182 2.543280 -0.147499 -0.1 -0.1 0.0 0.423
H 1.909608 3.306645 -1.670849 0.0 -0.1 -0.1 0.361
H 2.321562 2.238014 1.568597 0.0 -0.1 -0.1 0.196
H 1.894784 3.621332 0.582131 -0.1 -0.2 -0.1 0.523
H 2.756238 -1.943684 -0.906129 0.0 0.1 0.0 0.351
H 2.276642 -2.778921 1.165916 0.1 0.1 0.1 0.516
H 3.375166 -3.510561 3.235080 0.0 0.1 0.0 0.424
H 4.897417 0.218777 3.958422 0.0 0.0 0.0 0.418
H 3.971163 1.113554 1.891272 0.0 0.0 0.0 0.371
C -1.959187 2.800234 2.391744 0.1 0.0 0.1 -1.198
C -1.334341 2.387745 3.724051 0.0 0.1 -0.1 -0.289
C -1.676505 0.969914 4.171759 0.1 0.0 0.0 -0.387
C -3.138547 0.668159 4.431270 0.2 -0.2 -0.1 -0.890
N -3.778222 1.315118 5.661652 -0.3 0.1 0.1 0.254
C -4.651426 0.294639 6.357603 0.1 -0.1 -0.1 -0.746
C -3.669437 -0.530811 7.164550 0.1 0.0 0.0 -0.517
C -2.653276 0.503080 7.676318 0.1 0.0 0.0 -0.709
C -2.811852 1.719600 6.754196 0.0 0.0 0.2 -0.472
C -4.600429 2.485296 5.230080 0.1 0.0 0.0 -1.084
H -3.040370 2.949472 2.447632 0.0 0.0 0.0 0.361
H -1.522227 3.745273 2.070530 -0.1 0.0 -0.1 0.413
H -1.760964 2.055960 1.620576 0.0 0.0 0.0 0.068
H -1.594239 3.130414 4.486616 0.0 0.0 0.0 0.364
H -0.248041 2.427967 3.623102 0.0 0.0 0.0 0.391
H -1.069761 0.683281 5.035373 0.0 0.0 0.0 0.337
H -1.364824 0.288316 3.376098 -0.1 0.0 0.0 0.230
H -3.264135 -0.406641 4.542795 0.0 0.0 0.1 0.287
H -3.749037 0.967020 3.580321 0.0 0.0 0.0 0.486
H -5.340167 0.845395 6.997842 0.0 0.0 0.0 0.460
H -5.212530 -0.262540 5.610694 -0.1 0.1 0.0 0.382
H -3.177209 -1.267404 6.529205 0.0 0.0 0.0 0.279
H -4.161390 -1.075398 7.966609 0.0 0.0 0.0 0.451
H -1.639024 0.109710 7.660646 0.0 0.0 0.0 0.328
H -2.868361 0.793533 8.702791 0.0 0.0 0.0 0.341
H -1.886040 2.074574 6.321353 0.0 0.0 -0.1 0.198
H -3.278349 2.549626 7.280507 0.0 0.0 0.0 0.513
H -5.353392 2.140417 4.526029 0.0 0.0 0.0 0.418
H -3.948441 3.215508 4.756730 0.0 0.0 0.0 0.344
H -5.081953 2.920078 6.102004 0.0 0.0 0.0 0.478
```
Forces are in eV/Å.



Entry 2:
C33H61N3O10 | ωB97M-V/def2-TZVPD

Its SMILES is C[N+](=O)[O-].c1cc[nH]c1.c1cc[nH]c1.CC(C)=O.CC(C)=O.CC(C)=O.CC(C)=O.CC(C)=O.CC(C)=O.CC(C)=O.CC(C)=O. As for the HOMO energy: -8.26 eV. The value obtained for the energy relative to the best compared isomer or geometry (same formula, charge and spin) is 0.0 kJ/mol. The calculation puts the maximum force at 3.5 eV/A. Its gap between HOMO and LUMO is 8.5 eV. The total energy is -2210.56462 Ha.

```
107
Properties=species:S:1:pos:R:3:forces:R:3:mulliken_charge:R:1
C -2.324075 -20.405963 -5.715929 0.8 -1.4 0.1 -0.565
N -1.545192 -21.683774 -6.056389 -1.0 -1.2 3.2 0.865
O -1.412386 -22.504112 -5.115647 -0.2 1.3 -1.3 -0.394
O -1.169054 -21.889214 -7.163355 0.4 0.3 -1.2 -0.599
H -2.476386 -20.378900 -4.634988 0.2 0.0 -0.3 0.056
H -3.255748 -20.513631 -6.241401 -0.3 0.2 -0.3 0.410
H -1.687970 -19.639335 -6.096608 0.0 0.8 -0.1 0.215
N 3.337213 -23.833281 0.986628 -1.7 0.6 0.4 0.085
C 3.065856 -23.844577 2.349398 0.7 -0.7 -0.1 -0.634
C 1.799366 -23.399889 2.554325 -0.7 0.7 -0.6 -1.201
C 1.250611 -23.048065 1.253308 0.5 -0.2 1.3 0.983
C 2.200986 -23.337299 0.327380 1.2 -0.4 -0.2 -1.137
H 4.155263 -24.173732 0.523657 0.1 -0.1 0.1 0.217
H 3.758426 -24.249631 3.091908 -0.1 0.3 -0.5 0.390
H 1.305480 -23.250220 3.516817 0.3 -0.2 -0.4 0.400
H 0.303108 -22.569724 1.110783 -0.2 -0.1 -0.3 0.311
H 2.227775 -23.220543 -0.754170 -0.1 0.0 0.4 0.555
N -0.845413 -20.584882 -2.487025 1.2 -1.1 -0.8 3.094
C -0.760131 -21.683881 -1.697735 -1.2 -0.2 0.2 -1.316
C -1.667030 -21.529522 -0.648045 1.6 -0.2 -0.8 -1.831
C -2.205422 -20.243714 -0.790407 -0.3 0.9 -0.6 -0.107
C -1.662012 -19.694485 -1.955461 -1.6 0.9 1.5 -1.483
H -0.457931 -20.508945 -3.419254 0.4 0.2 0.1 -0.984
H -0.198754 -22.530905 -2.008386 0.4 -0.5 -0.1 0.517
H -1.759434 -22.268628 0.119726 -0.4 -0.1 0.3 1.246
H -2.967807 -19.758572 -0.205822 0.0 0.0 0.2 0.664
H -1.797274 -18.721674 -2.394165 -0.2 0.0 -0.2 0.400
C -4.648632 -16.019610 -1.056555 -1.0 -0.5 0.0 -1.082
C -3.526112 -15.600212 -0.213572 1.8 1.3 1.7 0.816
O -3.656232 -15.153821 0.927776 0.0 -0.7 -1.5 -0.625
C -2.138031 -15.722328 -0.860742 -1.1 0.5 -0.7 -0.354
H -4.522709 -17.084916 -1.264548 -0.1 0.0 -0.2 0.156
H -4.704183 -15.459265 -1.992675 0.1 -0.1 0.1 0.459
H -5.565073 -15.903800 -0.478985 -0.1 0.0 -0.2 0.312
H -1.311767 -15.446598 -0.216135 -0.1 -0.1 0.1 0.327
H -2.155726 -15.084507 -1.776754 0.1 -0.2 0.6 0.430
H -2.072741 -16.728545 -1.255374 0.4 -0.4 0.1 -0.345
C -5.211285 -17.567740 2.731226 0.2 0.0 -0.6 -1.143
C -5.151400 -18.843245 1.909406 0.3 0.7 -0.9 0.910
O -4.924099 -18.810810 0.703213 -0.3 -0.1 1.2 -0.571
C -5.339787 -20.147593 2.630497 -0.2 0.3 -1.1 -1.044
H -6.088525 -17.491642 3.359527 -0.3 -0.3 0.2 0.443
H -5.179861 -16.696996 2.071130 0.2 -0.2 0.2 0.145
H -4.343673 -17.561528 3.395458 0.0 0.1 0.0 0.295
H -6.405110 -20.352658 2.555837 -0.2 -0.2 0.2 0.374
H -5.051703 -20.056609 3.658881 0.2 -0.3 0.5 0.356
H -4.821604 -20.907128 2.047413 0.1 -0.2 0.4 0.146
C -0.098212 -16.432123 -6.015212 -0.1 -0.1 0.0 -1.287
C -0.486250 -16.898497 -4.630441 -0.9 -0.6 -0.4 1.033
O -1.559767 -17.449932 -4.450640 0.4 0.4 0.1 -0.552
C 0.556001 -16.813710 -3.575843 0.5 -0.4 0.7 -0.571
H -0.979402 -16.217871 -6.630932 0.2 0.1 0.3 0.351
H 0.386526 -17.317300 -6.446900 0.2 0.2 -0.1 0.224
H 0.607861 -15.593353 -5.996925 -0.2 -0.2 -0.1 0.388
H 0.745830 -15.779617 -3.284182 0.2 0.1 -0.2 0.522
H 1.466961 -17.271959 -3.998900 -0.2 0.4 0.3 0.183
H 0.291372 -17.365841 -2.659891 -0.1 0.1 -0.5 -0.230
C -1.371650 -25.656417 -3.291383 -0.2 0.1 -0.7 -0.247
C -0.461689 -26.141865 -2.217303 -0.7 -0.8 1.0 0.700
O 0.491367 -26.845485 -2.424887 0.8 -0.2 -0.5 -0.609
C -0.858347 -25.869169 -0.774626 0.9 1.1 -0.5 -0.574
H -2.410141 -25.602248 -2.954058 0.2 0.1 0.0 0.125
H -1.308579 -26.282426 -4.193934 0.2 0.2 0.4 0.398
H -1.052688 -24.647161 -3.567803 -0.1 0.1 -0.1 -0.248
H -0.034494 -26.164645 -0.125301 -0.3 -0.2 0.0 0.290
H -1.797088 -26.341181 -0.566003 -0.5 -0.4 0.2 0.429
H -1.016449 -24.794295 -0.641089 -0.1 0.0 0.0 -0.178
C 1.702534 -21.963265 -4.725377 0.0 -0.4 0.6 -0.359
C 1.765022 -20.511529 -4.944716 0.5 0.8 -0.8 0.749
O 0.804486 -19.798164 -4.744341 -0.5 0.5 0.0 -0.276
C 3.073223 -19.894033 -5.451968 -0.1 -0.2 -0.3 -1.594
H 2.464971 -22.179563 -3.985759 0.2 -0.3 0.2 0.265
H 1.965580 -22.466920 -5.637178 0.1 -0.4 -0.5 0.480
H 0.726092 -22.311317 -4.371681 0.3 0.2 -0.2 -0.589
H 3.592798 -20.498931 -6.216004 -0.6 0.1 0.1 0.455
H 3.773240 -19.920584 -4.618287 0.0 0.4 0.3 0.294
H 2.909829 -18.868874 -5.849982 0.1 -0.7 0.5 0.254
C 4.264165 -20.588463 0.198953 -0.4 0.3 0.7 -1.334
C 3.233029 -20.470238 -0.852706 -1.0 0.8 -0.9 0.415
O 3.389997 -20.797924 -2.008259 0.5 -0.6 -0.4 -0.540
C 1.933628 -19.790150 -0.501065 -0.5 0.0 1.1 0.493
H 4.537844 -19.541591 0.432045 0.3 -0.6 0.0 0.409
H 5.086579 -21.235541 -0.076069 0.2 0.2 -0.2 0.295
H 3.778699 -20.988581 1.091614 0.1 0.0 0.2 0.272
H 2.059674 -19.060658 0.311559 0.1 0.0 -0.2 0.543
H 1.246194 -20.544447 -0.066232 0.3 0.2 -0.4 -0.272
H 1.444584 -19.329740 -1.368643 0.3 -0.2 0.2 -0.327
C -4.987694 -22.970467 -0.573298 1.0 0.2 -0.3 -0.746
C -4.511376 -23.658794 -1.849187 0.0 0.0 0.7 0.769
O -4.101655 -24.796333 -1.845613 -0.2 0.0 0.0 -0.600
C -4.496462 -22.800372 -3.082027 0.0 -0.4 -0.9 -0.747
H -4.208415 -22.215958 -0.330264 -0.5 -0.3 -0.1 -0.150
H -5.106733 -23.628089 0.279805 0.1 -0.3 -0.1 0.398
H -5.901785 -22.442443 -0.764156 -0.5 0.4 -0.1 0.438
H -3.907057 -21.899983 -2.885552 0.0 0.0 -0.1 -0.144
H -5.506029 -22.511938 -3.385588 -0.1 0.2 0.4 0.511
H -4.105002 -23.366793 -3.945344 0.2 0.3 0.5 0.243
C -0.791472 -17.960467 1.923709 0.7 0.3 -0.1 -0.237
C -0.031688 -19.004979 2.713041 0.8 0.5 1.5 0.646
O 0.971746 -18.756664 3.363294 -0.4 0.2 -0.8 -0.640
C -0.668960 -20.341532 2.837368 -1.2 -0.6 -0.5 -0.304
H -0.282225 -16.974630 1.976129 -0.4 -0.7 0.1 0.375
H -1.815660 -17.920766 2.299358 0.0 0.2 0.0 0.060
H -0.860484 -18.268564 0.879559 0.0 -0.1 -0.1 -0.134
H -1.585336 -20.238150 3.456065 0.3 0.0 -0.4 0.392
H -0.064307 -21.118570 3.293229 0.4 0.3 0.0 0.116
H -0.994004 -20.658253 1.833683 -0.1 -0.1 0.3 -0.184
```
Forces are in eV/Å.